one:
12
Properties=species:S:1:pos:R:3:nbo_charge:R:1 method="wB97M-V/def2-TZVPD" spin_multiplicity=1 charge=+1 smiles=C[C@H]1C[NH2+]1
N -0.58 0.96 -0.33 -0.511
C 0.25 -0.25 -0.49 -0.016
C -1.19 -0.32 -0.16 -0.226
C 1.25 -0.45 0.57 -0.629
H 0.81 0.19 1.44 0.207
H 2.14 0.05 0.27 0.247
H -0.77 1.33 -1.26 0.448
H -1.35 -0.44 0.84 0.226
H -2.05 -0.64 -0.68 0.261
H 0.47 -0.51 -1.49 0.250
H 1.52 -1.55 0.85 0.284
H -0.51 1.63 0.44 0.459



two:
12
Properties=species:S:1:pos:R:3:nbo_charge:R:1 method="wB97M-V/def2-TZVPD" spin_multiplicity=1 charge=+1
N 0.36 -0.52 -1.66 -0.932
C -0.64 1.01 1.41 0.059
C -0.84 0.14 0.44 -0.485
C 0.51 0.10 1.26 -0.375
H -0.99 1.89 1.92 0.263
H 1.36 -0.31 -1.42 0.448
H 1.38 0.39 0.82 0.193
H 0.11 -0.41 -2.68 0.453
H 0.66 -0.73 1.93 0.225
H -0.15 0.15 -0.77 0.436
H -1.71 -0.33 0.09 0.286
H -0.05 -1.37 -1.33 0.428



Order of stability, best first: one, two



one:
61
Properties=species:S:1:pos:R:3:nbo_charge:R:1 method="wB97M-V/def2-TZVPD" spin_multiplicity=1
O 5.93 0.78 -0.32 -0.514
O -3.54 2.84 0.28 -0.731
O -6.72 -0.25 -0.95 -0.529
N -5.02 1.02 0.72 -0.584
N 1.40 -2.87 0.12 -0.425
C 3.36 3.40 0.66 -0.252
C 0.06 -3.32 -0.27 -0.187
C 1.09 -1.79 1.28 -0.222
C -6.48 0.97 -1.22 -0.110
C 4.97 4.36 -1.04 -0.116
C -0.84 -2.11 -0.81 -0.406
C -8.10 -0.51 -0.27 -0.197
C 5.67 3.36 -0.91 -0.225
C 0.15 -0.66 0.70 -0.427
C -1.16 -1.15 0.45 -0.185
C 5.37 -0.51 -0.16 0.221
C 4.18 -0.58 -0.66 -0.352
C 2.12 -2.14 -0.85 -0.263
C 3.94 2.29 0.68 -0.314
C 3.56 -1.71 -0.77 0.185
C -3.82 1.54 0.87 0.641
C 3.81 4.48 0.19 -0.221
C -2.31 -0.07 -0.10 -0.365
C -6.07 1.59 -0.10 -0.194
C -2.70 0.74 1.08 -0.506
C 5.15 1.98 -0.22 0.355
C 4.36 -2.92 0.15 -0.198
C 6.16 -1.16 0.40 -0.178
C 5.52 -2.64 0.65 -0.210
H 5.24 5.06 -1.41 0.142
H -8.79 -0.07 -0.69 0.159
H -8.16 -0.16 0.57 0.159
H -1.87 1.51 1.56 0.272
H 0.07 0.03 1.66 0.195
H 3.81 1.24 1.33 0.223
H -1.40 -1.75 1.16 0.173
H -1.91 -2.67 -0.89 0.185
H -4.95 0.05 0.92 0.394
H 6.41 3.11 -1.62 0.199
H 1.89 -1.44 -1.46 0.172
H -5.80 2.72 -0.28 0.280
H 6.15 -3.40 0.88 0.200
H -7.35 1.63 -1.65 0.148
H 0.66 -2.27 2.06 0.192
H 0.57 0.03 -0.03 0.217
H -0.65 -1.67 -1.71 0.208
H 3.91 -3.75 0.13 0.183
H 0.16 -3.86 -1.03 0.183
H -2.98 0.04 1.98 0.197
H -6.87 1.93 0.99 0.158
H 7.14 -1.05 0.81 0.244
H 3.68 0.11 -1.14 0.229
H -8.16 -1.60 -0.30 0.191
H 3.17 5.35 0.00 0.210
H -1.71 0.38 -0.67 0.203
H 2.36 3.51 1.51 0.197
H -3.06 -0.85 -0.53 0.217
H -0.29 -3.74 0.54 0.187
H -5.78 0.96 -1.85 0.194
H 2.16 -1.24 1.32 0.221
H 2.32 -3.08 -1.74 0.175



two:
61
Properties=species:S:1:pos:R:3:nbo_charge:R:1 method="wB97M-V/def2-TZVPD" spin_multiplicity=1 smiles="COC[C@@H](C)N1CCC(Oc2cccc(C(=O)NCCc3ccccc3)c2)CC1"
O 1.37 -1.39 -0.10 -0.491
O -2.53 -4.16 -1.54 -0.621
O 6.67 4.09 -0.45 -0.542
N 4.53 1.27 0.32 -0.453
N -4.26 -3.11 -0.54 -0.620
C -2.41 -2.13 1.44 -0.232
C -7.53 0.60 -0.04 -0.226
C -8.31 -0.48 -0.43 -0.200
C -7.75 -1.49 -1.20 -0.250
C -0.24 -1.13 1.73 -0.258
C -1.50 -1.42 2.20 -0.205
C -2.94 -3.36 -0.72 0.666
C 3.70 -0.98 -0.10 -0.403
C -0.76 -2.31 -0.29 -0.220
C 3.32 1.63 1.03 -0.220
C -6.43 -1.43 -1.60 0.073
C 0.16 -1.58 0.47 0.309
C -6.20 0.66 -0.43 -0.192
C 6.08 2.40 1.97 -0.639
C 5.67 2.15 0.51 -0.051
C -5.27 -3.64 -1.42 -0.216
C -5.66 -0.34 -1.21 -0.268
C -5.81 -2.56 -2.38 -0.449
C 2.14 0.87 0.43 -0.433
C 5.42 3.49 -0.20 -0.063
C -2.03 -2.58 0.18 -0.117
C 6.56 5.32 -1.12 -0.243
C 2.37 -0.64 0.56 0.102
C 4.82 -0.14 0.51 -0.214
H 3.39 1.39 2.11 0.162
H 3.15 2.70 0.92 0.207
H -4.62 -0.28 -1.52 0.216
H -4.54 -2.33 0.05 0.403
H 3.92 -2.04 0.02 0.216
H -8.36 -2.34 -1.50 0.210
H 2.42 -0.92 1.62 0.170
H 5.76 -0.37 0.00 0.209
H 1.21 1.16 0.93 0.213
H -6.55 -3.02 -3.03 0.217
H 7.57 5.69 -1.26 0.194
H -5.60 1.51 -0.14 0.213
H 4.93 -0.40 1.58 0.159
H 4.89 3.30 -1.15 0.176
H -7.96 1.38 0.56 0.214
H -3.38 -2.37 1.85 0.212
H -1.79 -1.08 3.19 0.214
H 6.51 1.69 -0.01 0.207
H 6.96 3.03 1.98 0.228
H -6.09 -4.04 -0.81 0.192
H 2.05 1.11 -0.62 0.217
H 6.32 1.46 2.46 0.208
H -9.34 -0.54 -0.13 0.213
H -4.98 -2.19 -2.99 0.218
H 6.08 5.20 -2.10 0.164
H 3.62 -0.76 -1.17 0.214
H -4.81 -4.45 -1.98 0.241
H -0.46 -2.67 -1.26 0.245
H 5.99 6.05 -0.53 0.162
H 0.44 -0.56 2.36 0.209
H 4.80 4.16 0.41 0.155
H 5.29 2.90 2.52 0.200



Order of stability, best first: two, one



one:
45
Properties=species:S:1:pos:R:3:nbo_charge:R:1 method="wB97M-V/def2-TZVPD" spin_multiplicity=1 smiles="Cc1cc(C)nc(SCC(=O)Nc2cccc(S(=O)(=O)N(C)C)c2)n1"
S -2.94 -0.50 2.60 0.272
S 4.08 -0.13 0.71 2.291
O -2.08 -3.31 0.08 -0.619
O 5.20 -0.24 -0.19 -0.942
O 4.30 -0.46 2.09 -0.938
N -0.66 -1.91 1.21 -0.624
N -2.82 -0.51 -0.01 -0.519
N 3.40 1.42 0.66 -0.660
N -3.22 1.58 1.01 -0.487
C 0.48 -1.90 0.42 0.161
C 2.72 -1.11 0.09 -0.240
C -1.86 -2.52 0.97 0.726
C 1.75 -2.56 -1.52 -0.192
C -2.61 -0.87 -2.37 -0.662
C 0.58 -2.61 -0.78 -0.227
C 1.57 -1.14 0.85 -0.237
C -2.90 -2.23 2.04 -0.620
C 3.29 1.88 -0.70 -0.429
C -3.01 0.28 1.03 0.277
C -3.25 2.16 -0.19 0.282
C -3.07 1.41 -1.35 -0.327
C -2.84 0.05 -1.22 0.295
C 4.04 2.35 1.56 -0.429
C -3.51 3.63 -0.23 -0.652
C 2.83 -1.81 -1.09 -0.244
H 5.01 2.70 1.17 0.184
H -3.10 1.88 -2.33 0.221
H 2.73 2.81 -0.72 0.207
H -3.38 -0.73 -3.13 0.226
H -0.63 -1.30 2.02 0.408
H -3.54 4.02 0.79 0.239
H 1.54 -0.58 1.77 0.233
H -1.64 -0.64 -2.83 0.232
H 4.21 1.83 2.50 0.239
H 1.81 -3.12 -2.45 0.221
H -4.46 3.82 -0.72 0.230
H -2.73 4.13 -0.79 0.226
H -2.60 -1.89 -2.02 0.254
H 3.39 3.21 1.72 0.205
H -3.88 -2.50 1.66 0.254
H -2.69 -2.82 2.93 0.251
H 4.28 2.04 -1.16 0.197
H 3.75 -1.76 -1.65 0.244
H -0.26 -3.20 -1.11 0.258
H 2.76 1.13 -1.28 0.214



two:
45
Properties=species:S:1:pos:R:3:nbo_charge:R:1 method="wB97M-V/def2-TZVPD" spin_multiplicity=1
S 3.08 0.21 1.31 0.285
S -0.53 -2.59 -4.22 2.129
O 0.11 -2.33 -5.55 -0.958
O -1.28 -3.68 -4.12 -0.948
O 0.92 -2.40 -0.12 -0.596
N -0.56 1.31 0.16 -0.256
N 0.81 1.17 2.22 -0.431
N 2.06 -1.09 -1.46 -0.462
N 0.88 0.92 0.06 -0.347
C 1.45 0.77 1.07 0.219
C -4.22 1.95 2.15 -0.198
C 1.74 -1.63 -0.30 0.764
C -4.11 2.87 3.21 -0.133
C 3.09 -1.44 0.71 -0.731
C 0.81 0.94 3.60 -0.353
C 0.93 -2.83 -3.01 -0.565
C -1.71 1.85 2.22 -0.138
C -3.04 2.96 3.85 -0.258
C -0.57 1.50 1.40 0.396
C -3.08 1.75 1.59 -0.112
C -1.87 2.67 3.33 -0.146
C -1.37 -1.05 -3.53 -0.600
C -0.27 -0.66 -2.37 -0.278
C 1.14 -1.48 -2.65 -0.046
C 3.11 -0.26 -1.75 -0.378
H 0.04 0.81 4.07 0.180
H 2.68 -2.30 1.54 0.229
H -2.32 -1.34 -3.38 0.240
H -0.75 -1.62 -1.33 0.175
H 2.92 0.74 -1.59 0.204
H -5.12 3.21 3.78 0.210
H 1.66 0.02 3.75 0.218
H -3.04 3.96 4.61 0.206
H 4.00 -2.05 0.43 0.275
H 1.46 1.85 4.09 0.187
H 0.67 -3.34 -2.35 0.198
H -3.11 1.10 0.63 0.210
H 1.67 -3.15 -3.68 0.239
H -0.29 0.20 -2.03 0.173
H 3.99 -0.41 -1.35 0.202
H 1.39 -1.05 -3.53 0.210
H 3.50 -0.35 -2.92 0.190
H -1.03 -0.37 -4.10 0.219
H -0.89 2.84 3.83 0.211
H -4.92 1.81 1.72 0.163



Order of stability, best first: one, two



one:
8
Properties=species:S:1:pos:R:3:nbo_charge:R:1 method="wB97M-V/def2-TZVPD" spin_multiplicity=1 charge=-1
O -2.02 0.18 1.14 -0.670
O 1.18 0.29 -1.12 -0.522
O 1.92 -1.52 0.22 -0.650
O -1.95 -0.31 -1.08 -0.690
C -1.59 -0.03 0.06 0.913
C 0.35 0.60 0.12 -0.280
C 1.26 -0.51 -0.08 0.738
H 0.84 1.29 0.74 0.161



two:
8
Properties=species:S:1:pos:R:3:nbo_charge:R:1 method="wB97M-V/def2-TZVPD" spin_multiplicity=1 charge=-1 smiles="O=CC(=O)C(=O)[O-]"
O 1.69 1.23 -0.98 -0.686
O 0.65 -0.62 -1.73 -0.719
O -1.51 1.09 0.81 -0.575
O 1.15 -0.75 1.44 -0.560
C 0.58 -0.25 0.50 0.508
C -1.29 -0.10 0.67 0.294
C 1.04 0.22 -0.90 0.672
H -2.30 -0.82 0.19 0.066



Order of stability, best first: one, two